Record 1
C5H4N2O in the gas phase. Source: the OMol25 dataset; level of theory: ωB97M-V with the def2-TZVPD basis set.

Geometry (Å):
O: -2.822 -0.486 -0.305
C: -1.892 0.423 0.298
C: -0.517 0.090 0.168
N: 0.138 -1.052 0.114
C: 1.362 -1.190 -0.105
C: 2.171 -0.127 -0.011
C: 1.490 1.067 -0.145
N: 0.140 1.244 -0.092
H: -2.072 1.584 0.727
H: 1.781 -2.172 0.375
H: 3.152 -0.357 0.212
H: 2.092 1.916 -0.255

As for the SMILES: O=Cc1ncccn1. The frontier orbital gap comes out at 8.6 eV. For the HOMO energy, the calculation gives -9.712 eV. As for the electronic energy: -10273.1236 eV. Its energy relative to the best compared isomer or geometry (same formula, charge and spin) is 83.9 kcal/mol.

Record 2
A molecular structure, C4H10N2O2. Source: the OMol25 dataset; level of theory: ωB97M-V with the def2-TZVPD basis set.

Geometry (Å):
O: 1.392 -1.180 -2.095
C: 0.034 -0.932 0.356
N: 0.179 -2.077 -0.259
C: -1.251 -0.297 0.165
C: 1.246 -0.163 0.771
N: -1.553 0.817 0.743
C: -0.964 2.283 0.174
O: 0.281 2.471 0.276
H: 0.984 -1.833 -1.168
H: 0.231 -2.906 0.315
H: -2.048 -0.834 -0.350
H: 1.587 0.289 -0.171
H: 1.872 -0.964 1.177
H: 1.010 0.650 1.447
H: -2.481 0.872 1.126
H: -1.493 2.957 0.876
H: -1.252 2.277 -0.877
H: 2.227 -1.430 -2.506

The frontier orbital gap comes out at 5.7 eV. For the HOMO energy, the calculation gives -8.492 eV. As for the electronic energy: -11378.5420 eV. Its energy relative to the best compared isomer or geometry (same formula, charge and spin) is 192.8 kcal/mol.

Record 3
C7H13N in the gas phase. Source: the OMol25 dataset; level of theory: ωB97M-V with the def2-TZVPD basis set.

Geometry (Å):
C: -0.543 -2.129 0.165
C: -0.518 -0.844 -0.180
C: -1.460 -0.285 -1.208
C: -0.104 0.308 1.052
N: -1.220 0.546 1.910
C: 0.449 1.496 0.383
C: 1.519 1.427 -0.431
C: 2.129 0.144 -0.780
H: 0.133 -2.528 0.909
H: -1.148 -2.856 -0.361
H: -2.264 0.285 -0.741
H: -0.926 0.405 -1.864
H: -1.929 -1.075 -1.792
H: 0.659 -0.255 1.591
H: -1.922 1.145 1.498
H: -1.054 0.288 2.873
H: -0.147 2.401 0.419
H: 1.746 2.274 -1.067
H: 1.161 -0.594 -0.887
H: 2.570 -0.357 0.082
H: 2.870 0.206 -1.571

As for the SMILES: C=C(C)[C@H](N)/C=C\C. The frontier orbital gap comes out at 9.6 eV. For the HOMO energy, the calculation gives -8.523 eV. As for the electronic energy: -8957.1482 eV. Its energy relative to the best compared isomer or geometry (same formula, charge and spin) is 64.2 kcal/mol.

Record 4
A molecular structure, C54H58Cl3IrN7OS. Source: the OMol25 dataset; level of theory: ωB97M-V with the def2-TZVPD basis set.

Geometry (Å):
Ir: 0.180 0.014 0.070
C: -0.915 -5.711 0.825
C: -1.352 -4.485 0.024
C: -2.104 -4.909 -1.243
C: -2.219 -3.524 0.830
C: -3.423 -4.039 1.298
C: -4.395 -3.232 1.851
C: -4.194 -1.864 1.867
C: -3.005 -1.289 1.440
C: -2.974 0.231 1.487
C: -2.352 0.770 2.777
C: -2.455 0.863 0.206
C: -1.964 -2.141 1.013
N: -0.632 -1.681 0.798
C: 0.393 -2.466 1.201
C: 1.680 -2.173 0.762
N: 1.823 -1.097 -0.030
C: 2.964 -0.851 -0.823
C: 3.700 -1.931 -1.353
C: 4.921 -1.640 -1.952
C: 5.372 -0.343 -2.105
C: 4.563 0.710 -1.714
C: 3.345 0.478 -1.094
C: 2.483 1.692 -0.788
C: 3.097 2.596 0.272
C: 2.093 2.452 -2.048
C: 3.206 -3.368 -1.431
C: 3.105 -3.811 -2.895
C: 4.085 -4.334 -0.635
H: -0.193 -6.299 0.258
H: -1.764 -6.360 1.040
H: -0.462 -5.448 1.783
H: -0.452 -3.973 -0.311
H: -3.001 -5.481 -1.002
H: -1.466 -5.543 -1.862
H: -2.413 -4.042 -1.830
H: -3.611 -5.099 1.194
H: -5.318 -3.655 2.220
H: -4.983 -1.211 2.217
H: -4.024 0.534 1.500
H: -1.342 0.390 2.920
H: -2.947 0.443 3.629
H: -2.327 1.863 2.781
H: -1.344 1.053 0.182
H: -2.817 1.881 0.060
H: -2.692 0.267 -0.671
H: 0.193 -3.316 1.839
H: 2.530 -2.790 1.016
H: 5.522 -2.454 -2.336
H: 6.328 -0.150 -2.573
H: 4.880 1.726 -1.909
H: 1.528 1.292 -0.338
H: 4.036 2.996 -0.113
H: 3.320 2.050 1.188
H: 2.450 3.445 0.497
H: 2.986 2.855 -2.524
H: 1.436 3.290 -1.811
H: 1.604 1.801 -2.773
H: 2.192 -3.423 -1.027
H: 4.085 -3.876 -3.366
H: 2.500 -3.114 -3.479
H: 2.649 -4.801 -2.954
H: 5.099 -4.353 -1.035
H: 3.689 -5.347 -0.694
H: 4.162 -4.059 0.418
N: -1.672 -2.647 -6.426
C: -2.181 -2.471 -7.694
C: -2.429 -3.360 -8.738
C: -2.948 -2.814 -9.890
C: -3.212 -1.434 -10.011
C: -2.964 -0.562 -8.979
C: -2.437 -1.095 -7.797
N: -2.092 -0.463 -6.625
C: -1.645 -1.408 -5.840
C: -1.177 -1.138 -4.490
C: -0.702 -2.116 -3.618
C: -0.291 -1.762 -2.351
N: -0.323 -0.501 -1.908
C: -0.769 0.453 -2.750
C: -1.196 0.182 -4.024
H: -1.381 -3.522 -6.026
H: -2.231 -4.420 -8.653
H: -3.159 -3.460 -10.731
H: -3.619 -1.063 -10.940
H: -3.165 0.496 -9.063
H: -0.642 -3.158 -3.901
H: 0.098 -2.500 -1.666
H: -0.771 1.466 -2.369
H: -1.547 0.970 -4.674
Cl: -5.519 3.687 3.725
C: -3.809 3.905 3.667
C: -3.029 3.542 4.753
C: -1.657 3.709 4.679
C: -1.038 4.244 3.551
C: 0.445 4.534 3.514
C: 1.288 3.466 4.206
N: 1.087 2.177 3.542
C: 1.353 0.945 4.085
C: 1.126 0.030 3.106
N: 0.718 0.697 1.974
C: 0.717 1.987 2.275
O: 0.773 5.828 3.970
C: 0.524 6.109 5.348
C: 1.664 5.662 6.210
C: 1.578 4.793 7.256
Cl: 0.160 3.984 7.803
S: 3.089 4.479 8.004
C: 3.880 5.516 6.893
C: 3.015 6.075 6.008
C: -1.857 4.573 2.472
Cl: -1.169 5.164 0.984
C: -3.232 4.419 2.516
H: -3.492 3.141 5.643
H: -1.060 3.432 5.539
H: 0.760 4.568 2.469
H: 1.048 3.336 5.261
H: 2.339 3.755 4.135
H: 1.675 0.830 5.104
H: 1.207 -1.039 3.152
H: 0.414 2.778 1.609
H: -0.413 5.655 5.679
H: 0.401 7.191 5.402
H: 4.942 5.678 6.976
H: 3.309 6.774 5.239
H: -3.842 4.694 1.669

Its expectation value of S² is 0.770. Its spin multiplicity is 2. The frontier orbital gap (spin up / spin down) comes out at 6.2 / 6.0 eV. For the HOMO energy (spin up / spin down), the calculation gives -12.114 / -12.300 eV. As for the electronic energy: -120647.3591 eV. Its charge is +2.